Entry A
This record from the OMol25 dataset describes an isolated ion of composition C8H15N4 and charge +1. The level of theory is wB97M-V/def2-TZVPD.

Cartesian coordinates (Å):
N1 3.042 -2.039 -0.365
N2 1.810 1.136 0.306
N3 -1.431 -0.747 -0.193
N4 2.842 0.301 0.124
C1 1.919 2.604 0.459
C2 -0.325 -1.706 -0.003
C3 -1.143 0.725 0.193
C4 2.308 -0.941 -0.050
C5 0.882 -0.834 -0.102
C6 -2.671 -1.311 0.419
C7 0.705 0.495 0.166
C8 -1.733 1.678 -0.782
H1 -1.729 -0.689 -1.235
H2 -2.686 2.074 -0.309
H3 -2.607 -1.134 1.480
H4 2.600 2.874 1.167
H5 -1.804 1.104 -1.765
H6 2.215 3.022 -0.484
H7 -0.285 -2.303 -0.934
H8 2.626 -2.962 -0.081
H9 -1.384 0.819 1.242
H10 -3.662 -0.817 -0.032
H11 -1.016 2.537 -0.740
H12 0.825 2.825 0.674
H13 3.988 -2.021 -0.374
H14 -2.713 -2.450 0.269
H15 -0.575 -2.238 0.950

total charge: +1
LUMO level: -2.97 eV
spin multiplicity: 1
HOMO: -11.4 eV
orbital gap: 8.39 eV

natural (NBO) population analysis, charges in e, atoms 1 to 5: -0.793 -0.180 -0.378 -0.308 -0.367



Entry B
This record from the OMol25 dataset describes an isolated ion of composition C8H15N4 and charge +1. The level of theory is wB97M-V/def2-TZVPD.

Cartesian coordinates (Å):
N1 0.150 1.198 -1.138
N2 -1.981 0.298 -0.202
N3 1.609 1.926 0.586
N4 -1.456 1.778 1.690
C1 -0.365 0.807 1.496
C2 -0.278 -1.838 -1.569
C3 1.114 1.928 -0.704
C4 -0.569 0.111 0.063
C5 1.437 -1.476 -0.269
C6 1.102 1.369 1.566
C7 -0.066 -1.336 -0.075
C8 1.194 -1.956 -1.606
H1 -0.472 0.103 2.363
H2 -0.491 -1.871 0.692
H3 1.690 1.220 2.430
H4 -1.139 2.845 1.666
H5 1.995 -0.609 -0.117
H6 -2.096 1.567 2.545
H7 1.423 2.786 -1.285
H8 -2.021 1.494 0.745
H9 -0.676 -1.123 -2.224
H10 -2.460 -0.539 -0.162
H11 -2.061 0.598 -1.193
H12 1.705 -1.249 -2.395
H13 -0.734 -2.801 -1.493
H14 1.564 -3.038 -1.885
H15 1.883 -2.192 0.477

total charge: +1
LUMO level: -4.07 eV
spin multiplicity: 1
HOMO: -13.4 eV
orbital gap: 9.29 eV

natural (NBO) population analysis, charges in e, atoms 1 to 5: -0.427 -0.866 -0.419 -0.765 -0.193



How far above the most stable structure does each one sit? In kJ/mol: entry A 0.0; entry B 65.0.



Entry A
This record from the OMol25 dataset describes a single C2H6BrOP molecule. The level of theory is wB97M-V/def2-TZVPD.

Cartesian coordinates (Å):
Br1 0.721 -1.575 1.955
P1 0.895 -0.564 -1.164
O1 -0.038 0.638 -1.861
C1 -0.045 -0.536 0.432
C2 -0.255 0.764 1.062
H1 0.264 -1.696 -1.583
H2 -0.999 -1.047 0.260
H3 -1.168 1.354 0.695
H4 0.265 0.732 -2.778
H5 0.647 1.314 0.871
H6 -0.287 0.616 2.110

LUMO level: 0.46 eV
spin multiplicity: 1
HOMO: -9.3 eV
orbital gap: 9.81 eV

natural (NBO) population analysis, charges in e, atoms 1 to 5: -0.032 0.880 -0.973 -0.510 -0.655



Entry B
This record from the OMol25 dataset describes a single C2H6BrOP molecule. The level of theory is wB97M-V/def2-TZVPD.

Cartesian coordinates (Å):
Br1 -2.105 0.075 1.228
P1 -0.673 -0.549 -0.252
O1 -1.127 -1.542 -1.209
C1 0.969 -0.871 0.726
C2 -0.184 1.057 -0.764
H1 0.814 -1.758 1.303
H2 -1.049 1.661 -1.270
H3 1.809 -0.861 0.081
H4 0.913 0.072 1.241
H5 -0.124 1.504 0.221
H6 0.756 1.212 -1.304

LUMO level: 0.61 eV
spin multiplicity: 1
HOMO: -10.4 eV
orbital gap: 10.98 eV

natural (NBO) population analysis, charges in e, atoms 1 to 5: -0.223 1.795 -1.048 -0.923 -1.062



How far above the most stable structure does each one sit? In kJ/mol: entry A 154.2; entry B 0.0.